Record 1
A 8-piece molecular cluster, C20H40Cl4O18 overall at a distorted geometry, computed with the ωB97M-V functional and the def2-TZVPD basis.

Kohn-Sham gap (eV): 11.0
LUMO (eV): 0.5
Strongest force on any atom (Eh/bohr): 0.0307
HOMO energy (Eh): -0.3885
Energy relative to the best compared isomer or geometry (same formula, charge and spin) (kcal/mol): 0.0

Each line ends with the Mulliken charge.
CARTESIAN COORDINATES (ANGSTROEM)
Cl -1.74 -0.83 -0.47  -0.17
Cl -1.89 2.10 3.75  -0.12
Cl -4.11 2.08 5.67  -0.20
Cl -0.53 1.71 0.27  -0.07
O 2.06 -3.12 0.80  -0.43
O 0.38 1.61 -5.78  -0.64
O -5.15 -1.62 3.12  -0.40
O 3.84 -1.97 1.45  -0.32
O 3.85 2.59 -0.75  -0.26
O -0.17 -0.80 5.20  -0.55
O 1.40 -1.06 3.59  -0.24
O -3.57 -3.05 3.42  -0.38
O -2.95 1.83 -4.54  -0.59
O -3.30 -0.39 -4.66  -0.38
O 5.70 3.25 -1.64  -0.34
O 1.62 -2.16 5.42  -0.35
O 0.49 -0.57 -6.35  -0.31
O -3.01 -0.94 2.86  -0.29
O 2.27 -0.95 0.28  -0.39
O -2.55 0.63 -6.42  -0.36
O 4.63 4.65 -0.26  -0.54
O 0.53 -0.06 -4.27  -0.28
C -2.00 0.73 0.32  0.03
C 0.26 0.84 -3.21  -0.12
C -2.18 -3.34 3.52  -0.21
C 0.68 -0.21 2.69  0.26
C 0.63 -0.20 -7.71  -0.41
C -2.13 1.84 -7.06  -0.80
C 0.85 -1.29 4.77  0.69
C 2.68 -1.94 0.80  0.90
C 4.21 -3.13 2.19  -0.59
C -2.41 1.69 5.39  -0.12
C -2.96 0.79 -5.16  0.90
C 4.72 3.60 -0.82  0.71
C 1.25 -2.38 6.79  -0.69
C 0.48 0.45 -5.49  0.86
C -3.84 -1.78 3.12  0.71
C 0.73 -3.10 0.27  0.11
C 2.81 2.74 0.22  -0.23
C 6.65 4.28 -1.91  -0.67
C -5.59 -0.26 3.05  -0.31
C -3.69 -0.31 -3.28  -0.13
H 0.72 -2.55 -0.67  0.24
H 7.01 4.72 -0.98  0.30
H -4.60 0.29 -3.18  0.32
H -1.69 -2.68 4.24  0.08
H 7.45 3.83 -2.49  0.23
H -3.89 -1.33 -2.98  0.28
H 3.19 3.29 1.08  0.40
H -1.83 2.28 6.09  0.43
H -1.93 1.55 -8.09  0.22
H -5.13 0.22 2.19  0.19
H -5.28 0.30 3.93  0.06
H 5.22 -2.95 2.55  0.25
H 0.24 -0.84 1.92  0.01
H -1.20 2.19 -6.62  0.39
H 0.42 -4.13 0.11  0.32
H 1.08 1.55 -3.06  0.30
H 2.58 1.74 0.60  -0.17
H 3.55 -3.29 3.04  0.21
H -2.91 2.59 -7.03  0.35
H -0.68 1.39 -3.32  0.20
H 1.94 3.18 -0.24  0.21
H -2.38 0.60 1.33  -0.24
H 1.60 0.26 -7.90  0.32
H 0.07 -2.64 1.00  -0.50
H 0.20 0.31 -2.27  -0.25
H -0.15 0.49 -8.03  0.08
H 6.20 5.07 -2.52  0.29
H -2.73 1.26 -0.28  0.49
H -6.67 -0.25 3.02  0.26
H 1.78 -3.28 7.10  0.22
H -1.69 -3.22 2.56  0.03
H 0.18 -2.53 6.88  0.30
H -2.24 0.63 5.54  0.00
H 4.22 -4.02 1.56  0.29
H 1.62 -1.56 7.40  0.29
H -2.12 -4.37 3.86  0.30
H 0.55 -1.10 -8.31  0.24
H 1.39 0.49 2.25  -0.09
H -0.07 0.36 3.22  0.09
H -2.94 0.19 -2.68  -0.21

=====

Record 2
C20H32N2O4 as an isolated structure at a distorted geometry, computed with the ωB97M-V functional and the def2-TZVPD basis.

Kohn-Sham gap (eV): 8.5
LUMO (eV): 0.5
Strongest force on any atom (Eh/bohr): 0.3498
HOMO energy (Eh): -0.2961
Energy relative to the best compared isomer or geometry (same formula, charge and spin) (kcal/mol): 511.1

Each line ends with the Mulliken charge.
CARTESIAN COORDINATES (ANGSTROEM)
O 1.24 2.44 0.60  -0.26
O 0.90 -0.30 1.09  -0.44
O -3.92 -1.05 0.56  -0.69
O -7.71 -1.93 -0.14  -0.41
N 4.64 -0.95 -0.24  0.35
N -4.56 0.48 -1.17  -0.25
C 3.05 -1.12 1.48  -0.76
C -6.80 0.30 -0.22  -0.59
C -7.96 -0.45 -0.25  -0.79
C 4.10 0.22 -0.94  -0.73
C -1.36 -0.03 0.56  -0.79
C 2.54 0.07 -0.59  0.58
C 6.03 -1.33 -0.75  -0.29
C 1.33 4.01 0.24  -1.54
C 6.48 -2.87 -0.62  -1.67
C -7.21 -2.34 1.15  -0.49
C -2.39 2.18 -0.28  -1.36
C -2.47 0.92 0.06  0.98
C 0.09 2.07 0.41  0.88
C 4.52 -1.04 0.95  -0.35
C -1.04 2.52 -0.12  -0.32
C 7.21 -0.38 -0.23  -1.37
C -0.05 0.58 0.46  0.48
C -5.94 -0.26 -1.08  -0.63
C -3.75 0.00 -0.20  0.24
C 2.42 0.10 0.68  -1.03
H 7.41 -2.99 -1.35  0.31
H -6.36 0.09 0.63  0.43
H -5.71 -1.17 -1.22  0.65
H -4.28 1.35 -1.59  0.30
H -6.18 -1.93 1.35  0.20
H 4.52 1.22 -0.61  0.25
H 2.30 -0.87 -1.22  0.17
H 5.73 -3.20 -0.85  0.74
H 2.79 -1.11 2.68  0.26
H 2.53 0.89 1.23  0.61
H -7.34 -3.49 0.99  0.20
H 2.11 1.05 -1.47  0.13
H -3.27 2.76 -0.40  0.60
H 7.30 -0.37 0.72  0.49
H -1.34 -1.22 0.67  0.23
H 5.09 -1.83 1.49  0.27
H 2.78 -2.18 1.11  0.29
H -7.90 -1.95 1.99  0.26
H -7.20 1.28 -0.31  0.33
H -8.67 -0.29 0.72  0.33
H -8.58 -0.49 -1.07  0.39
H 6.70 -2.98 0.45  0.29
H 6.93 0.74 -0.46  0.28
H 8.10 -0.55 -0.91  0.38
H 0.90 4.45 1.02  0.56
H 2.64 4.11 0.49  0.23
H 1.33 4.04 -0.70  0.72
H 6.07 -1.13 -1.68  0.67
H -0.97 3.86 -0.27  -0.02
H 4.32 -0.08 -2.07  0.32
H -6.00 0.17 -2.35  0.21
H 4.83 0.03 1.59  0.17

=====

Record 3
C37H27N7O2STi as an isolated structure at a distorted geometry, computed with the ωB97M-V functional and the def2-TZVPD basis.

Kohn-Sham gap (spin up / spin down) (eV): 4.5 / 5.7
Charge: -2
LUMO (spin up / spin down) (eV): 4.1 / 4.1
Strongest force on any atom (Eh/bohr): 0.0376
HOMO energy (spin up / spin down) (Eh): -0.0151 / -0.0600
Energy relative to the best compared isomer or geometry (same formula, charge and spin) (kcal/mol): 7.6
Spin multiplicity: 3

Each line ends with the Mulliken charge.
CARTESIAN COORDINATES (ANGSTROEM)
Ti -1.73 0.43 0.29  -0.97
S -2.21 -1.56 1.73  -0.65
O -1.13 2.63 3.88  -0.84
O -5.35 1.08 -1.47  -0.85
N -3.68 0.96 0.15  0.69
N -2.24 -1.71 -1.84  -0.61
N -1.82 1.44 -1.55  0.71
N 0.14 0.80 1.12  0.79
N 7.84 -0.55 -3.26  -0.61
N -0.25 -2.28 -0.74  0.81
N -2.10 1.61 2.03  0.40
C -1.38 -1.38 -0.95  -0.39
C -0.78 -2.59 1.65  1.20
C -3.98 2.35 3.51  -0.87
C 2.22 -0.38 1.63  -0.56
C 3.47 1.17 -0.63  0.27
C -6.21 2.14 2.62  -0.52
C 1.48 -4.26 1.88  -0.74
C -5.35 2.50 3.65  -0.51
C -5.71 1.60 1.45  -0.65
C 0.19 1.34 2.36  0.32
C 1.25 1.16 3.21  -1.02
C 1.81 -3.12 -1.63  -0.38
C -2.33 2.06 -4.22  -0.48
C 4.72 1.13 0.00  -0.26
C 2.06 -3.82 -0.46  -1.43
C -4.33 1.42 1.30  -0.45
C 0.67 -2.36 -1.78  0.91
C 3.39 0.72 -1.95  0.41
C 4.50 0.27 -2.63  -1.21
C -1.06 2.25 -3.67  -0.67
C -3.06 1.32 -2.06  0.62
C -4.18 1.07 -1.09  -0.14
C 0.66 -4.05 2.97  -0.73
C -0.44 -3.22 2.85  -0.81
C -3.33 1.59 -3.40  -0.69
C 2.24 1.60 0.10  -1.51
C 5.75 0.25 -1.99  0.59
C 2.18 0.12 2.88  -0.69
C 1.19 -3.65 0.65  1.12
C -3.44 1.81 2.33  0.69
C 0.46 -1.52 -3.00  -1.40
C -0.86 1.91 -2.35  -0.09
C 6.90 -0.20 -2.69  0.11
C -1.09 1.95 2.85  0.10
C 0.04 -2.82 0.53  -0.51
C 5.84 0.68 -0.67  -0.91
C 1.42 0.36 0.59  1.90
H 4.42 -0.08 -3.65  0.44
H 2.36 -4.88 1.95  0.31
H -4.34 1.44 -3.75  0.47
H 2.42 0.72 -2.44  0.24
H -0.42 -1.81 -3.58  0.43
H 0.30 -0.47 -2.73  -0.07
H 2.51 -3.15 -2.46  0.39
H -1.07 -3.02 3.71  0.39
H 0.89 -4.51 3.93  0.33
H -0.24 2.63 -4.26  0.46
H 1.24 -0.27 -0.29  -1.38
H 0.12 1.99 -1.90  0.08
H 2.76 -1.29 1.37  0.65
H 6.80 0.66 -0.18  0.44
H -2.07 -2.67 -2.19  0.42
H 1.19 1.57 4.20  0.43
H 2.95 -4.43 -0.35  0.27
H 1.35 -1.60 -3.63  0.31
H -7.29 2.27 2.74  0.36
H 2.76 -0.33 3.67  0.38
H 1.61 2.20 -0.56  0.59
H -6.36 1.30 0.63  0.44
H -3.30 2.65 4.29  0.46
H -5.75 2.92 4.57  0.35
H 4.79 1.45 1.03  0.40
H 2.49 2.19 0.98  0.53
H -2.51 2.28 -5.26  0.38

=====

Record 4
One molecule with the formula C6H9NO at a distorted geometry, computed with the ωB97M-V functional and the def2-TZVPD basis.

Kohn-Sham gap (eV): 10.6
LUMO (eV): 0.8
Strongest force on any atom (Eh/bohr): 0.1216
HOMO energy (Eh): -0.3588
Energy relative to the best compared isomer or geometry (same formula, charge and spin) (kcal/mol): 73.3

Each line ends with the Mulliken charge.
CARTESIAN COORDINATES (ANGSTROEM)
O 1.66 0.35 -2.18  -0.43
N 1.89 -2.87 -3.43  -0.42
C -0.42 1.45 0.26  -1.45
C 0.31 0.16 -0.01  0.91
C 1.86 -1.98 -2.71  0.14
C 1.93 -0.94 -1.80  0.04
C -0.43 -0.95 0.69  -1.73
C 0.49 -0.12 -1.42  -0.68
H -0.17 2.15 -0.56  0.35
H -0.22 -1.96 0.43  0.38
H -0.38 -0.29 -1.96  0.61
H -0.09 1.86 1.18  0.38
H 1.23 0.19 0.52  0.26
H 2.49 -1.16 -0.91  0.33
H -0.20 -0.78 1.67  0.48
H -1.42 -0.75 0.64  0.47
H -1.47 1.24 0.26  0.35

=====

Question: Which of these has the lowest energy relative to the best compared isomer or geometry (same formula, charge and spin)?
Answer: C20H40Cl4O18

=====

Question: Which of these has the highest strongest force on any atom?
Answer: C20H32N2O4

=====

Copy entry 4 word for word.
One molecule with the formula C6H9NO at a distorted geometry, computed with the ωB97M-V functional and the def2-TZVPD basis.

Kohn-Sham gap (eV): 10.6
LUMO (eV): 0.8
Strongest force on any atom (Eh/bohr): 0.1216
HOMO energy (Eh): -0.3588
Energy relative to the best compared isomer or geometry (same formula, charge and spin) (kcal/mol): 73.3

Each line ends with the Mulliken charge.
CARTESIAN COORDINATES (ANGSTROEM)
O 1.66 0.35 -2.18  -0.43
N 1.89 -2.87 -3.43  -0.42
C -0.42 1.45 0.26  -1.45
C 0.31 0.16 -0.01  0.91
C 1.86 -1.98 -2.71  0.14
C 1.93 -0.94 -1.80  0.04
C -0.43 -0.95 0.69  -1.73
C 0.49 -0.12 -1.42  -0.68
H -0.17 2.15 -0.56  0.35
H -0.22 -1.96 0.43  0.38
H -0.38 -0.29 -1.96  0.61
H -0.09 1.86 1.18  0.38
H 1.23 0.19 0.52  0.26
H 2.49 -1.16 -0.91  0.33
H -0.20 -0.78 1.67  0.48
H -1.42 -0.75 0.64  0.47
H -1.47 1.24 0.26  0.35